1.
This record from the Open Molecules 2025 dataset describes 13 unconnected molecules or ions with the total composition C38H102O37S13. The level of theory is ωB97M-V with the def2-TZVPD basis set.

Last column: Löwdin charge in e.
Element x y z (Å)
O 5.780 35.201 3.660  -0.2826
S 5.050 34.218 4.443  0.6804
O 4.008 34.691 5.303  -0.2862
O 4.520 32.969 3.475  -0.2709
C 3.653 32.063 4.023  -0.3158
C 3.317 31.032 2.936  -0.0353
C 6.308 33.294 5.492  -0.0735
H 2.688 32.539 4.201  0.1228
H 4.059 31.592 4.918  0.1036
H 2.523 30.351 3.243  0.0820
H 4.196 30.414 2.752  0.0439
H 2.935 31.508 2.033  0.0896
H 6.936 34.049 5.965  0.0507
H 6.851 32.610 4.839  0.0259
H 5.782 32.705 6.244  0.0515
O 9.068 32.529 7.670  -0.2764
S 9.888 33.263 6.759  0.6633
O 9.271 34.336 5.973  -0.2963
O 11.284 33.690 7.512  -0.2622
C 11.213 34.892 8.159  -0.3022
C 12.673 35.044 8.742  -0.0298
C 10.625 32.169 5.425  -0.0561
H 10.520 34.914 9.000  0.1087
H 10.986 35.702 7.466  0.1208
H 12.865 34.151 9.336  0.0446
H 12.756 36.034 9.192  0.0804
H 13.470 35.018 7.998  0.0798
H 11.364 32.782 4.909  0.0764
H 9.768 31.790 4.868  0.0447
H 11.110 31.326 5.916  0.0286
O 7.992 26.119 15.166  -0.3021
S 7.701 27.587 15.155  0.7338
O 8.343 28.451 16.146  -0.3182
O 8.150 28.298 13.685  -0.2494
C 8.362 27.457 12.586  -0.3238
C 7.124 26.897 11.936  -0.0854
C 5.891 28.100 15.127  -0.0923
H 9.005 26.585 12.710  0.1086
H 8.880 27.966 11.773  0.1109
H 6.556 26.240 12.595  0.0775
H 7.573 26.266 11.168  0.0854
H 6.441 27.704 11.671  0.0519
H 5.357 27.653 14.288  0.0368
H 5.918 29.189 15.106  0.0589
H 5.411 27.727 16.032  0.0650
O 11.085 23.985 3.238  -0.3159
S 9.969 24.973 3.353  0.7116
O 8.626 24.492 3.722  -0.2988
O 10.463 26.175 4.405  -0.2902
C 11.820 26.581 4.510  -0.2568
C 11.883 27.815 5.475  -0.0497
C 9.790 26.090 1.887  -0.0831
H 12.323 26.909 3.600  0.1141
H 12.432 25.779 4.922  0.1111
H 11.524 28.756 5.058  0.0705
H 12.919 27.959 5.783  0.0776
H 11.297 27.695 6.386  0.0428
H 9.485 25.539 0.998  0.0735
H 10.774 26.537 1.750  0.0618
H 9.024 26.818 2.155  0.0466
O 3.078 22.978 7.791  -0.3150
S 4.402 23.658 7.964  0.7710
O 5.514 22.892 8.620  -0.3359
O 5.003 24.252 6.484  -0.2624
C 6.228 24.876 6.422  -0.3157
C 6.286 25.931 5.314  -0.0621
C 4.146 25.236 8.877  -0.0962
H 7.014 24.129 6.306  0.1184
H 6.425 25.367 7.375  0.0922
H 7.144 26.596 5.403  0.0576
H 5.362 26.499 5.207  0.0706
H 6.400 25.427 4.354  0.0581
H 4.513 26.123 8.361  0.0447
H 4.608 25.229 9.865  0.0596
H 3.056 25.231 8.923  0.0481
O 6.062 35.578 9.240  -0.2952
S 6.422 35.769 10.640  0.6951
O 5.361 36.170 11.567  -0.3051
O 7.163 34.390 11.288  -0.2333
C 7.557 33.454 10.318  -0.3353
C 8.690 32.642 10.830  -0.0531
C 7.805 36.990 10.780  -0.0839
H 7.725 33.896 9.336  0.0990
H 6.713 32.777 10.186  0.0910
H 9.669 33.120 10.799  0.0614
H 8.827 31.815 10.133  0.0635
H 8.417 32.340 11.841  0.0962
H 8.574 36.429 10.249  0.0426
H 8.123 37.064 11.820  0.0728
H 7.568 37.919 10.261  0.0754
O 1.823 28.308 10.931  -0.3217
S 2.768 27.672 11.888  0.7005
O 3.084 26.232 11.712  -0.2918
O 4.136 28.600 11.984  -0.2811
C 3.981 29.994 11.728  -0.2460
C 5.338 30.736 12.018  -0.0292
C 2.109 27.991 13.542  -0.0996
H 3.171 30.481 12.270  0.1105
H 3.665 30.212 10.708  0.0993
H 6.154 30.344 11.412  0.0592
H 5.750 30.556 13.011  0.0682
H 5.187 31.809 11.895  0.0578
H 1.500 27.145 13.861  0.0770
H 1.621 28.965 13.515  0.0720
H 2.992 27.966 14.180  0.0479
O 12.460 30.483 7.644  -0.3188
S 11.957 30.136 8.987  0.7006
O 10.622 29.675 9.288  -0.3063
O 12.967 28.952 9.649  -0.2377
C 14.276 28.924 9.113  -0.3380
C 15.206 29.030 10.192  -0.0956
C 12.245 31.597 10.092  -0.0811
H 14.466 29.780 8.465  0.1130
H 14.457 27.989 8.583  0.1329
H 15.182 28.153 10.840  0.0928
H 14.975 29.834 10.891  0.0871
H 16.250 29.102 9.889  0.0955
H 13.196 32.086 9.882  0.0600
H 12.294 31.169 11.093  0.0782
H 11.515 32.393 9.941  0.0332
O 4.527 32.487 8.821  -0.3168
S 3.304 33.111 9.361  0.7272
O 2.070 32.302 9.349  -0.3196
O 3.664 33.550 10.955  -0.3078
C 2.653 34.085 11.810  -0.2778
C 3.131 34.044 13.264  -0.0482
C 2.870 34.845 8.633  -0.0523
H 1.702 33.584 11.628  0.1138
H 2.432 35.104 11.493  0.1091
H 3.572 33.061 13.432  0.0662
H 2.363 34.299 13.994  0.0813
H 3.949 34.709 13.542  0.0707
H 3.482 35.615 9.103  0.0409
H 1.865 35.108 8.963  0.0648
H 3.140 34.957 7.583  0.0437
O 10.276 24.764 10.927  -0.3108
S 11.327 24.556 9.883  0.7074
O 12.723 24.330 10.287  -0.3188
O 10.853 23.253 8.984  -0.2884
C 11.675 22.835 7.850  -0.2201
C 10.654 22.723 6.675  -0.0417
C 11.261 25.938 8.620  -0.0931
H 12.271 21.955 8.093  0.1230
H 12.392 23.645 7.722  0.0839
H 11.236 22.578 5.765  0.0690
H 10.042 23.605 6.487  0.0622
H 9.963 21.910 6.899  0.0853
H 12.014 25.752 7.855  0.0525
H 11.229 26.934 9.062  0.0480
H 10.271 25.846 8.173  0.0566
O -0.365 26.914 5.555  -0.3215
S 0.395 26.172 6.581  0.6836
O 0.740 24.803 6.215  -0.2807
O 1.754 27.063 6.966  -0.2904
C 1.798 28.477 7.008  -0.2869
C 3.251 28.866 6.816  -0.0401
C -0.465 26.241 8.203  -0.0964
H 1.486 28.790 8.004  0.1104
H 1.139 28.872 6.235  0.1137
H 3.368 29.898 6.486  0.0692
H 3.616 28.181 6.051  0.0800
H 3.597 28.719 7.839  0.0776
H -0.079 25.595 8.991  0.0740
H -1.501 25.965 8.003  0.0649
H -0.449 27.293 8.489  0.0586
O 8.666 29.787 3.488  -0.3299
S 7.178 30.002 3.540  0.6688
O 6.618 30.374 4.800  -0.2910
O 6.680 31.086 2.407  -0.2800
C 7.568 32.074 1.985  -0.2691
C 6.711 32.985 1.061  -0.0344
C 6.413 28.453 2.910  -0.0793
H 8.413 31.563 1.523  0.1181
H 7.955 32.657 2.821  0.1103
H 6.355 32.361 0.241  0.0770
H 7.362 33.668 0.515  0.0809
H 5.852 33.485 1.511  0.0594
H 7.015 27.612 3.254  0.0440
H 6.449 28.457 1.821  0.0747
H 5.349 28.487 3.145  0.0640
C 6.557 30.270 8.346  -0.2515
S 7.568 28.840 8.835  0.8693
O 6.629 27.622 8.798  -0.5639
C 8.425 28.629 7.222  -0.2332
H 5.835 30.005 7.573  0.0427
H 7.079 31.108 7.886  0.0377
H 5.997 30.536 9.243  0.0110
H 8.995 27.700 7.209  0.0407
H 8.951 29.562 7.022  0.0365
H 7.684 28.705 6.426  0.0256

- multiplicity = 1
- charge = 0
- LUMO energy (eV) = -0.205



2.
This record from the Open Molecules 2025 dataset describes 14 unconnected molecules or ions with the total composition C38H109N5O14. The level of theory is ωB97M-V with the def2-TZVPD basis set.

Last column: Löwdin charge in e.
Element x y z (Å)
C 4.490 -7.734 -30.813  -0.0861
C 5.568 -7.530 -29.755  -0.2945
O 5.162 -7.987 -28.468  -0.1491
H 4.204 -8.781 -30.914  0.0638
H 4.918 -7.479 -31.792  0.0760
H 3.604 -7.109 -30.705  0.0676
H 5.787 -6.462 -29.734  0.1111
H 6.454 -8.098 -30.064  0.1065
H 4.710 -8.857 -28.553  0.0432
C 7.760 -12.293 -24.922  -0.0803
C 8.459 -12.849 -23.707  -0.3042
O 9.880 -12.852 -23.868  -0.0882
H 8.146 -11.273 -25.021  0.0663
H 6.689 -12.235 -24.728  0.0755
H 7.940 -12.857 -25.834  0.0722
H 8.109 -13.870 -23.495  0.1138
H 8.221 -12.264 -22.807  0.1027
H 10.250 -13.225 -23.062  0.0793
C 6.462 -5.346 -24.753  -0.0797
C 5.776 -4.914 -26.045  -0.2940
O 4.390 -4.673 -25.872  -0.1024
H 7.483 -5.669 -24.971  0.0372
H 5.953 -6.219 -24.342  0.0339
H 6.436 -4.545 -24.022  0.0686
H 5.966 -5.620 -26.869  0.0904
H 6.276 -4.019 -26.437  0.1116
H 3.999 -5.570 -25.797  0.0330
C 4.727 -5.920 -18.408  -0.0815
C 6.094 -5.229 -18.490  -0.2977
O 7.128 -6.182 -18.722  -0.0895
H 4.619 -6.721 -19.135  0.0514
H 3.927 -5.195 -18.585  0.0667
H 4.590 -6.360 -17.415  0.0718
H 6.253 -4.615 -17.597  0.1121
H 6.005 -4.537 -19.330  0.0877
H 7.239 -6.709 -17.925  0.0869
C 9.887 -12.005 -27.214  -0.0836
C 10.136 -10.814 -28.138  -0.2946
O 8.918 -10.606 -28.870  -0.0940
H 10.714 -12.184 -26.523  0.0815
H 9.681 -12.904 -27.793  0.0843
H 9.036 -11.765 -26.577  0.0093
H 10.976 -11.023 -28.803  0.1143
H 10.284 -9.934 -27.510  0.0789
H 9.138 -10.293 -29.752  0.0741
C 3.262 -4.356 -22.993  -0.0802
C 2.739 -3.454 -21.920  -0.3092
O 3.796 -3.181 -20.982  -0.0997
H 3.335 -5.391 -22.662  0.0716
H 4.236 -3.994 -23.310  0.0644
H 2.619 -4.333 -23.872  0.0755
H 1.880 -3.867 -21.376  0.1086
H 2.352 -2.497 -22.290  0.1087
H 3.437 -2.668 -20.254  0.0751
C 5.914 -9.865 -18.910  -0.0837
C 7.337 -10.196 -19.273  -0.3238
O 7.603 -11.530 -18.832  -0.0784
H 5.190 -10.642 -19.164  0.0783
H 5.564 -9.011 -19.501  0.0536
H 5.775 -9.634 -17.853  0.0758
H 8.025 -9.491 -18.801  0.1103
H 7.463 -10.167 -20.358  0.0819
H 8.361 -11.884 -19.306  0.0760
C 3.058 -11.523 -23.496  -0.0776
C 4.174 -10.510 -23.594  -0.3156
O 4.654 -10.449 -24.926  -0.1243
H 3.339 -12.544 -23.753  0.0775
H 2.236 -11.264 -24.169  0.0631
H 2.631 -11.516 -22.491  0.0786
H 4.986 -10.766 -22.900  0.1094
H 3.819 -9.525 -23.265  0.0980
H 5.343 -9.760 -24.972  0.0381
C 9.137 -6.223 -28.063  -0.0773
C 10.157 -7.270 -27.609  -0.3187
O 11.213 -6.700 -26.860  -0.1141
H 8.581 -6.567 -28.939  0.0666
H 9.591 -5.251 -28.271  0.0805
H 8.409 -5.982 -27.284  0.0345
H 10.517 -7.804 -28.486  0.1067
H 9.636 -7.947 -26.913  0.0725
H 10.847 -6.086 -26.182  0.0273
C 1.586 -8.043 -25.034  -0.0264
C 2.428 -7.848 -26.281  -0.4090
C 1.863 -6.813 -27.252  -0.1911
O 0.785 -7.412 -27.955  -0.1975
C 0.208 -6.499 -28.879  -0.1019
N 3.814 -7.513 -25.947  0.0819
H 1.614 -7.120 -24.453  0.0756
H 2.015 -8.859 -24.448  0.0543
H 0.552 -8.299 -25.263  0.0850
H 2.443 -8.796 -26.845  0.1091
H 2.650 -6.607 -27.987  0.1214
H 1.569 -5.915 -26.698  0.1318
H -0.589 -7.073 -29.360  0.0828
H 0.896 -6.154 -29.654  0.0846
H -0.281 -5.693 -28.322  0.0888
H 4.333 -7.416 -26.819  0.0486
H 4.256 -8.301 -25.481  0.0501
C 11.914 -4.306 -23.830  -0.0596
C 10.572 -4.933 -23.531  -0.3937
C 9.722 -4.049 -22.647  -0.2185
O 8.419 -4.546 -22.526  -0.2350
C 7.547 -3.665 -21.836  -0.0791
N 9.863 -5.190 -24.823  0.0582
H 12.530 -4.811 -24.571  0.0805
H 12.522 -4.256 -22.920  0.0837
H 11.816 -3.270 -24.171  0.0835
H 10.719 -5.920 -23.086  0.1406
H 9.662 -3.043 -23.098  0.1309
H 10.192 -3.838 -21.676  0.1361
H 7.427 -2.768 -22.451  0.0988
H 8.002 -3.387 -20.881  0.0957
H 6.588 -4.144 -21.677  0.0681
H 8.958 -5.574 -24.548  0.0172
H 9.614 -4.261 -25.174  0.1070
C 5.735 -7.089 -22.511  -0.0595
C 6.953 -8.024 -22.538  -0.3714
C 7.608 -8.136 -23.914  -0.1884
O 6.696 -8.584 -24.874  -0.2069
C 7.203 -8.624 -26.189  -0.0651
N 7.948 -7.532 -21.592  0.0761
H 6.063 -6.075 -22.744  0.0376
H 5.331 -7.047 -21.497  0.0749
H 4.961 -7.356 -23.235  0.0683
H 6.699 -9.044 -22.232  0.1179
H 8.425 -8.855 -23.744  0.1175
H 8.150 -7.235 -24.223  0.0991
H 6.485 -9.143 -26.824  0.0806
H 8.173 -9.123 -26.298  0.0777
H 7.306 -7.614 -26.605  0.0729
H 8.348 -6.618 -21.825  0.0657
H 7.502 -7.275 -20.711  0.0496
C 14.782 -11.153 -23.024  -0.0656
C 13.753 -10.991 -21.882  -0.4357
C 12.361 -10.715 -22.441  -0.2214
O 11.480 -10.454 -21.377  -0.1713
C 10.344 -9.737 -21.790  -0.1218
N 13.672 -12.187 -21.031  0.0337
H 15.766 -11.097 -22.554  0.0717
H 14.759 -10.376 -23.787  0.0734
H 14.623 -12.145 -23.453  0.0725
H 14.108 -10.172 -21.250  0.1366
H 12.073 -11.628 -22.979  0.1154
H 12.368 -9.874 -23.141  0.1271
H 9.635 -9.662 -20.972  0.0591
H 9.797 -10.291 -22.570  0.0698
H 10.578 -8.754 -22.206  0.0775
H 14.566 -12.394 -20.585  0.0702
H 13.615 -12.966 -21.698  0.0676
C 2.678 -12.502 -27.543  -0.0556
C 3.147 -11.425 -28.513  -0.3953
C 1.993 -10.577 -28.976  -0.2106
O 1.021 -11.413 -29.579  -0.1836
C 0.194 -10.746 -30.489  -0.1153
N 4.216 -10.634 -27.865  0.0617
H 2.267 -12.081 -26.617  0.0731
H 3.474 -13.163 -27.187  0.0804
H 1.893 -13.170 -27.908  0.0784
H 3.516 -11.924 -29.416  0.1451
H 2.289 -9.809 -29.698  0.1115
H 1.522 -10.036 -28.142  0.1162
H -0.553 -11.437 -30.873  0.0871
H 0.774 -10.312 -31.314  0.0885
H -0.354 -9.919 -30.011  0.0851
H 4.181 -10.732 -26.846  0.0478
H 5.086 -11.103 -28.115  0.0955

- multiplicity = 1
- charge = 0
- LUMO energy (eV) = 0.581



Electronic energy
In order: -9468.95852, -2840.15092
Unit: hartree
Orbital gap
In order: 0.3203, 0.3509
Unit: Ha